The following is a DFT calculation (ωB97M-V with the def2-TZVPD basis set) of an isolated molecule of C6H12O in a non-equilibrium geometry.

```
19
Properties=species:S:1:pos:R:3:forces:R:3:mulliken_charge:R:1
C 1.979 1.638 1.143 0.674 1.195 -0.197 -1.105
C 0.678 1.455 0.349 1.140 -2.325 -1.414 0.194
C 0.536 0.558 -0.706 -1.684 1.907 -0.281 -0.992
C -0.811 0.034 -1.388 3.302 -1.686 0.403 -0.624
C -1.623 -0.713 -0.438 -3.943 -3.072 -0.615 -0.513
C -0.969 -1.673 0.484 0.758 -0.682 2.998 -0.435
O 0.238 -2.270 0.076 1.593 1.871 -0.752 -0.572
H 2.071 1.371 2.249 -0.829 -0.507 -1.566 0.260
H 2.153 2.742 1.262 0.132 -0.716 -0.567 0.321
H 2.829 1.175 0.574 -0.645 0.445 0.697 0.298
H -0.106 2.143 0.585 -0.942 -0.369 0.656 0.437
H 1.291 0.315 -1.437 1.305 -0.588 1.012 0.474
H -0.630 -0.763 -2.217 0.697 1.543 1.316 0.224
H -1.380 0.721 -1.872 -1.529 2.582 -1.267 0.454
H -2.387 -1.316 -1.051 1.139 0.439 0.228 0.326
H -2.382 -0.287 0.187 0.002 1.633 0.487 0.315
H -1.583 -2.562 0.765 -0.067 0.989 -0.248 0.378
H -0.767 -1.090 1.455 -0.216 -0.870 -0.978 0.192
H 0.862 -1.477 -0.021 -0.887 -1.790 0.088 0.366
```
Positions in Å, forces in eV/Å.

SMILES string: C/C=C/CCCO
E: -8461.2327 eV
strongest force on any atom: 5.04 eV/Å
gap between HOMO and LUMO: 10.04 eV
HOMO energy: -0.3344 hartree
ΔE to the lowest compared entry with this formula, charge and spin: 71.98 kcal per mole